{"formula": "C32H28Br5CsIN7O4Se", "method": "the ωB97M-V functional and the def2-TZVPD basis", "gap_ev": 5.01, "charge": -2, "spin_multiplicity": 1, "symbols": ["Cs", "C", "C", "O", "N", "C", "C", "C", "C", "C", "C", "N", "H", "H", "H", "H", "H", "H", "H", "H", "H", "H", "Br", "C", "C", "Br", "C", "Br", "C", "O", "C", "O", "C", "Br", "N", "C", "O", "C", "I", "H", "H", "H", "H", "Se", "N", "C", "C", "C", "C", "C", "C", "N", "H", "H", "H", "H", "Br", "C", "C", "C", "C", "C", "C", "H", "H", "H", "H", "C", "C", "N", "C", "C", "N", "H", "H", "H", "H", "H", "H"], "coordinates": [[0.829051, 0.692822, 1.346318], [-2.392566, 2.393305, 2.591200], [-2.458164, 2.889805, 1.169735], [-1.561155, 3.533502, 0.661402], [-3.589801, 2.525100, 0.471701], [-3.480200, 2.398625, -0.973069], [-3.370662, 0.938552, -1.345434], [-4.129152, 0.356371, -2.346453], [-4.032389, -1.016730, -2.531551], [-3.209101, -1.746410, -1.696188], [-2.476347, -1.074100, -0.717455], [-2.550526, 0.243722, -0.555304], [-1.634279, 2.954630, 3.130122], [-2.120425, 1.331647, 2.580340], [-3.357141, 2.482004, 3.096129], [-4.147127, 1.818047, 0.924766], [-2.563086, 2.915301, -1.242513], [-4.311032, 2.869915, -1.499157], [-4.784708, 0.963928, -2.959992], [-4.613125, -1.510200, -3.303381], [-3.131711, -2.822237, -1.785362], [-1.827431, -1.583944, -0.012254], [0.300374, -2.652586, 7.626495], [-0.017426, -2.173689, 5.820231], [-1.305508, -2.057832, 5.335618], [-2.806772, -2.339801, 6.460766], [-1.497088, -1.704164, 3.983276], [-3.236803, -1.608217, 3.216271], [-0.448858, -1.456237, 3.076541], [-0.633054, -1.175002, 1.832624], [0.919664, -1.513017, 3.613672], [1.912820, -1.214674, 2.843401], [1.067012, -1.915393, 4.953202], [2.862063, -2.074640, 5.538251], [2.417151, -2.295022, 0.406666], [3.490091, -1.754826, -0.206985], [3.617889, -1.616781, -1.415537], [4.575248, -1.294660, 0.753658], [6.313714, -2.517674, 0.553274], [1.607993, -2.423473, -0.186966], [2.233993, -2.071028, 1.405513], [4.270278, -1.351844, 1.796011], [4.893441, -0.290532, 0.494690], [0.615613, -2.406093, -3.530424], [0.254394, -2.464971, -1.813741], [-0.326274, -3.629573, -1.595865], [-0.754202, -4.074237, -0.292727], [-1.353439, -5.279409, -0.198483], [-1.568173, -6.115306, -1.360136], [-1.169686, -5.740404, -2.594587], [-0.515683, -4.468377, -2.752885], [-0.069354, -3.986722, -3.903645], [-0.597634, -3.435644, 0.574157], [-1.684420, -5.630389, 0.771074], [-2.058494, -7.073168, -1.229526], [-1.323724, -6.370043, -3.461603], [4.709621, 7.342196, 0.748964], [3.824767, 5.651758, 0.591368], [4.484168, 4.602693, -0.027342], [3.806259, 3.385961, -0.150819], [2.499578, 3.119615, 0.324381], [1.919731, 4.252534, 0.939347], [2.539107, 5.503120, 1.081451], [5.491178, 4.737945, -0.408044], [4.363180, 2.594850, -0.662498], [0.901382, 4.189298, 1.336920], [2.034962, 6.338641, 1.556106], [2.338445, 1.330327, -2.525076], [1.031507, 1.740653, -3.101671], [0.312861, 1.156341, -4.038943], [-0.797395, 1.973153, -4.193125], [-0.737999, 3.040640, -3.347176], [0.430910, 2.869481, -2.641949], [2.574389, 0.286811, -2.717126], [2.289838, 1.554535, -1.449451], [3.138585, 1.958400, -2.926437], [-1.579741, 1.728772, -4.897356], [-1.406120, 3.865829, -3.165098], [0.756718, 3.398221, -1.842306]], "forces_ev_per_a": [[0.88, 2.65, -1.11], [-0.11, 0.01, 0.03], [0.01, -0.24, -0.03], [-0.01, 0.06, -0.02], [0.06, 0.31, -0.02], [0.02, -0.11, 0.02], [0.01, 0.04, 0.28], [0.03, 0.01, -0.11], [-0.03, 0.01, -0.01], [0.14, -0.04, 0.10], [-0.07, 0.11, -0.06], [-0.06, -0.21, -0.06], [-0.01, 0.01, 0.03], [-0.05, 0.03, -0.04], [0.05, -0.03, 0.00], [0.04, -0.08, 0.02], [0.06, 0.07, -0.12], [-0.09, 0.04, 0.07], [0.02, -0.01, 0.02], [0.03, 0.02, 0.02], [0.03, -0.02, 0.00], [-0.04, 0.02, -0.04], [0.00, -0.01, 0.02], [0.04, 0.05, -0.25], [0.08, 0.08, -0.20], [0.01, -0.02, 0.02], [0.18, -0.02, -0.03], [-0.07, 0.00, 0.01], [-0.18, -0.28, 0.13], [-1.25, -2.07, 0.76], [-0.03, -0.15, 0.16], [0.10, -0.76, 0.67], [-0.18, 0.13, -0.15], [0.07, -0.01, 0.09], [0.11, 0.18, -0.05], [-0.10, -0.02, 0.20], [0.02, -0.12, -0.06], [-0.08, 0.03, 0.10], [0.03, -0.03, -0.01], [0.05, 0.02, -0.02], [0.02, -0.04, -0.17], [-0.01, 0.00, -0.03], [0.00, 0.03, -0.03], [0.24, 0.59, -0.35], [0.07, -0.04, -0.10], [-0.18, -0.25, 0.45], [0.12, 0.22, -0.23], [-0.16, -0.36, -0.19], [-0.02, 0.09, 0.42], [0.17, 0.26, -0.15], [-0.23, -0.39, 0.04], [-0.08, -0.07, 0.23], [-0.01, 0.02, -0.10], [-0.02, -0.04, -0.03], [0.00, 0.03, 0.05], [0.02, 0.04, -0.01], [0.06, 0.16, 0.03], [-0.09, -0.14, -0.02], [-0.21, -0.06, 0.07], [0.02, 0.04, 0.07], [0.39, 0.69, -0.39], [-0.04, 0.07, 0.08], [0.11, -0.21, -0.09], [-0.02, -0.02, 0.01], [-0.06, 0.02, 0.01], [0.10, -0.03, -0.06], [0.00, -0.04, -0.02], [-0.11, 0.09, 0.04], [0.00, -0.04, 0.15], [-0.17, 0.40, 0.06], [0.05, -0.17, -0.09], [0.05, -0.19, 0.11], [-0.08, 0.04, -0.15], [-0.06, -0.02, 0.05], [0.25, -0.21, -0.07], [0.00, -0.07, -0.04], [0.07, 0.03, 0.03], [0.03, -0.04, -0.02], [0.05, -0.04, 0.06]]}